ORCA calculation (wB97M-V/def2-TZVPD) on the ion C4H7N4O3S2 with charge +1.

Highest occupied orbital energy = -14.67 eV
HOMO-LUMO gap = 0.360 Eh
Energy relative to the best compared isomer or geometry (same formula, charge and spin) = 0.000 eV
Spin multiplicity = 1
Net charge = +1

Structure (XYZ):
```
20
C4H7N4O3S2 | the OMol25 dataset | wB97M-V/def2-TZVPD
C 1.0870 -1.8135 0.6747
C 2.8226 -0.4447 -0.1574
C -1.5970 -1.3441 -0.3915
C -2.9608 -0.9939 -0.9614
N 1.6261 0.1017 -0.3071
N 0.6930 -0.6261 0.2156
N 4.4380 1.0907 0.9476
N -0.6860 -0.3340 0.0424
O -1.1943 -2.4588 -0.2722
O 5.3992 -0.8939 -0.1325
O 4.5695 1.0484 -1.5083
S 2.7992 -1.9671 0.7047
S 4.5220 0.2007 -0.3791
H 0.4229 -2.7211 0.8669
H -3.2185 -1.7396 -1.7947
H -3.0266 -0.0873 -1.3572
H -3.7478 -1.1324 -0.2931
H 5.2914 0.9632 1.4138
H 4.3618 2.0536 0.7294
H -0.7231 0.6558 -0.3590
```


ORCA calculation (wB97M-V/def2-TZVPD) on the ion C4H7N4OS with charge +1.

Highest occupied orbital energy = -13.73 eV
HOMO-LUMO gap = 0.338 Eh
Energy relative to the best compared isomer or geometry (same formula, charge and spin) = 0.473 eV
Spin multiplicity = 1
Net charge = +1

Structure (XYZ):
```
17
C4H7N4OS | the OMol25 dataset | wB97M-V/def2-TZVPD
C -0.0175 1.1497 -0.5366
C 0.9197 -0.9843 -1.3267
C -0.8707 -0.0232 1.6357
C -0.5347 2.4243 -0.2624
N 0.3973 -1.0170 -0.1554
N -0.1602 0.0880 0.2841
N 1.5222 -1.9902 -1.8900
N -0.8235 -1.3110 2.1571
O -1.4118 0.9304 2.1433
S 0.7607 0.6658 -1.9857
H 0.1497 2.8963 0.5826
H -0.4405 3.0604 -1.2358
H -1.5225 2.2943 0.0682
H 1.3561 -2.9411 -1.6064
H 1.8564 -1.7791 -2.8030
H -0.3379 -2.0653 1.8318
H -0.8429 -1.3979 3.0991
```


ORCA calculation (wB97M-V/def2-TZVPD) on the molecule C4H7N5O.

Highest occupied orbital energy = -9.74 eV
HOMO-LUMO gap = 0.377 Eh
Energy relative to the best compared isomer or geometry (same formula, charge and spin) = 2.423 eV
Spin multiplicity = 1
Net charge = 0
SMILES string = C1N[C@@H](c2nnn[nH]2)CO1

Structure (XYZ):
```
17
C4H7N5O | the OMol25 dataset | wB97M-V/def2-TZVPD
C -1.4800 0.1678 -0.3897
N -0.2889 0.9675 -0.2610
C 0.8152 0.0184 -0.3232
C 1.5689 -0.0685 0.9694
N 2.6276 -0.9362 1.2110
N 3.0872 -0.7088 2.4498
N 2.4701 0.2738 2.9727
N 1.5359 0.6282 2.1086
C 0.1179 -1.3020 -0.8040
O -1.1858 -1.1614 -0.1940
H -2.3148 0.3965 0.3178
H -1.9810 0.2501 -1.3882
H -0.1395 1.7976 -0.8582
H 1.5279 0.3070 -1.0463
H 0.9435 1.4922 2.3409
H -0.0987 -1.4496 -1.8682
H 0.4157 -2.2594 -0.5038
```


ORCA calculation (wB97M-V/def2-TZVPD) on the molecule C4H7NO.

Highest occupied orbital energy = -9.16 eV
HOMO-LUMO gap = 0.372 Eh
Energy relative to the best compared isomer or geometry (same formula, charge and spin) = 1.318 eV
Spin multiplicity = 1
Net charge = 0
SMILES string = C=C/N=C(/C)O

Structure (XYZ):
```
13
C4H7NO | the OMol25 dataset | wB97M-V/def2-TZVPD
C 1.2834 -1.6437 1.0053
C 0.3525 -1.5321 0.0482
N 0.1089 -0.4014 -0.7388
C -0.4356 0.6311 -0.2384
C -0.7059 1.8349 -1.0900
O -0.8438 0.6988 1.0463
H 1.8890 -0.7940 1.3179
H 1.5534 -2.6323 1.3754
H -0.2703 -2.3913 -0.2055
H -1.7835 2.0182 -1.1580
H -0.2300 2.7405 -0.7000
H -0.3181 1.6262 -2.0906
H -0.6000 -0.1548 1.4282
```


ORCA calculation (wB97M-V/def2-TZVPD) on a cluster of 2 separate species, C4H7NO in total.

Highest occupied orbital energy = -9.85 eV
HOMO-LUMO gap = 0.388 Eh
Energy relative to the best compared isomer or geometry (same formula, charge and spin) = 2.777 eV
Spin multiplicity = 1
Net charge = 0

Structure (XYZ):
```
13
C4H7NO | the OMol25 dataset | wB97M-V/def2-TZVPD
C 1.0409 -0.6894 0.7826
C 0.9878 1.2364 -0.6118
O 0.9159 2.1821 0.0122
C -0.7508 -0.0030 -1.0288
C -0.5017 -0.4937 0.3741
N -1.6738 0.7886 -1.4034
H 1.6049 -1.2496 0.0222
H 0.9379 -1.2866 1.6710
H 1.7471 0.1096 1.1020
H -0.1964 -0.5567 -1.7916
H -1.0577 0.1341 1.0908
H -1.0093 -1.4823 0.3843
H -2.0447 1.3106 -0.6037
```


ORCA calculation (wB97M-V/def2-TZVPD) on a cluster of 2 separate species, C4H7NO in total.

Highest occupied orbital energy = -7.17 eV
HOMO-LUMO gap = 0.288 Eh
Energy relative to the best compared isomer or geometry (same formula, charge and spin) = 4.791 eV
Spin multiplicity = 1
Net charge = 0

Structure (XYZ):
```
13
C4H7NO | the OMol25 dataset | wB97M-V/def2-TZVPD
N -1.5493 1.8419 -0.3666
C -0.5889 -0.6735 -0.2956
O -1.3579 -1.1042 -1.0418
C 0.4748 -0.2750 0.4600
C 1.8518 -0.5270 -0.2885
C 1.4377 -1.4748 0.7427
H -1.9775 2.4433 0.3325
H -2.2110 1.7720 -1.1351
H 0.3137 0.5521 1.1428
H 1.6755 -0.9219 -1.2995
H -0.7386 2.3415 -0.7234
H 1.8450 -1.3664 1.7501
H 1.0446 -2.4832 0.5623
```


ORCA calculation (wB97M-V/def2-TZVPD) on the molecule C4H7NO.

Highest occupied orbital energy (spin up / spin down) = -8.67 / -8.85 eV
HOMO-LUMO gap (spin up / spin down) = 0.322 / 0.313 Eh
Energy relative to the best compared isomer or geometry (same formula, charge and spin) = 5.683 eV
Spin multiplicity = 1
Net charge = 0

Structure (XYZ):
```
13
C4H7NO | the OMol25 dataset | wB97M-V/def2-TZVPD
N -1.4639 -1.7351 -1.5116
C -1.0559 -0.5677 -1.2514
O 0.2112 -0.4760 -0.8348
C 0.8510 0.6157 -0.2102
C 0.1007 1.3051 0.8165
C 2.0258 -0.3329 0.4901
H -2.3953 -1.7128 -1.9108
H -1.6000 0.3767 -1.3727
H 1.3354 1.3022 -0.9057
H 0.3068 2.3637 1.0254
H -0.8045 0.9278 1.2904
H 1.8189 -1.4214 0.5363
H 2.6674 -0.0350 1.3133
```


ORCA calculation (wB97M-V/def2-TZVPD) on the molecule C4H7NO.

Highest occupied orbital energy = -8.48 eV
HOMO-LUMO gap = 0.324 Eh
Energy relative to the best compared isomer or geometry (same formula, charge and spin) = 5.378 eV
Spin multiplicity = 1
Net charge = 0

Structure (XYZ):
```
13
C4H7NO | the OMol25 dataset | wB97M-V/def2-TZVPD
C -2.0072 -0.3038 0.0766
N -1.3588 0.9654 0.2767
C -0.8820 0.1016 -0.8121
C 0.3738 -0.6441 -0.7366
C 2.1813 0.0039 0.3130
O 0.8663 -0.5187 0.5141
H -1.8078 -1.1152 0.7738
H -3.0010 -0.2717 -0.3559
H -0.6988 0.8861 1.0515
H -1.0862 0.4564 -1.8170
H 2.3946 -0.1514 -0.7488
H 2.9173 -0.4842 0.9434
H 2.1084 1.0754 0.5213
```


ORCA calculation (wB97M-V/def2-TZVPD) on a cluster of 2 separate species, C4H7NO in total.

Highest occupied orbital energy (spin up / spin down) = -6.81 / -7.57 eV
HOMO-LUMO gap (spin up / spin down) = 0.281 / 0.302 Eh
Energy relative to the best compared isomer or geometry (same formula, charge and spin) = 7.779 eV
Spin multiplicity = 1
Net charge = 0

Structure (XYZ):
```
13
C4H7NO | the OMol25 dataset | wB97M-V/def2-TZVPD
C -0.6632 -1.1812 -0.0915
C 2.0566 0.7714 0.3456
C 2.0327 -0.6607 0.2320
C -2.4652 0.3973 -0.3691
N -1.1084 -0.0999 -0.3049
O 2.3885 0.0390 -0.7957
H -0.7343 -2.2060 0.4603
H 1.1198 1.2829 0.2449
H 2.8886 1.1893 0.8986
H 2.7443 -1.2855 0.7801
H -3.2912 -0.2599 -0.1316
H -2.7732 0.6719 -1.3821
H -2.1950 1.3413 0.1133
```


ORCA calculation (wB97M-V/def2-TZVPD) on a cluster of 2 separate species, C4H7NO in total.

Highest occupied orbital energy = -9.44 eV
HOMO-LUMO gap = 0.374 Eh
Energy relative to the best compared isomer or geometry (same formula, charge and spin) = 4.389 eV
Spin multiplicity = 1
Net charge = 0
SMILES string = C[C@H]1C=N1.C=O

Structure (XYZ):
```
13
C4H7NO | the OMol25 dataset | wB97M-V/def2-TZVPD
C -0.3818 1.6259 1.2342
C -0.5556 0.9517 -0.1315
C 0.6145 0.8171 -1.0940
N 0.3386 -0.2243 -0.4745
H -1.3970 1.8014 1.6731
H 0.1107 2.7160 1.1787
H 0.2582 1.0076 1.8713
H -1.6323 1.0236 -0.4734
H 1.5197 1.3696 -1.4352
C 0.2583 -2.7454 -0.5874
O 1.2966 -3.2348 -0.9389
H -0.0683 -2.8649 0.4978
H -0.3617 -2.2433 -1.3202
```


ORCA calculation (wB97M-V/def2-TZVPD) on the molecule C4H7NO.

Highest occupied orbital energy = -9.27 eV
HOMO-LUMO gap = 0.375 Eh
Energy relative to the best compared isomer or geometry (same formula, charge and spin) = 2.376 eV
Spin multiplicity = 1
Net charge = 0
SMILES string = C[C@H]1NCC1=O

Structure (XYZ):
```
13
C4H7NO | the OMol25 dataset | wB97M-V/def2-TZVPD
C 0.8702 0.8327 1.2387
C -0.1647 0.6738 0.1286
N 0.2768 0.2686 -1.2157
C -0.3808 -1.1443 -1.1682
C -0.8699 -0.7869 0.2280
O -1.5583 -1.3729 1.0085
H 1.4635 1.7569 1.2243
H 1.5541 -0.0184 1.2251
H 0.2928 0.8289 2.1713
H -0.7601 1.6121 0.1116
H 0.0330 0.9618 -1.9148
H 0.4649 -1.8178 -1.2562
H -1.1828 -1.6840 -1.7433
```


ORCA calculation (wB97M-V/def2-TZVPD) on the molecule C4H7NO.

Highest occupied orbital energy = -7.90 eV
HOMO-LUMO gap = 0.297 Eh
Energy relative to the best compared isomer or geometry (same formula, charge and spin) = 6.097 eV
Spin multiplicity = 1
Net charge = 0

Structure (XYZ):
```
13
C4H7NO | the OMol25 dataset | wB97M-V/def2-TZVPD
C 1.8580 -0.9104 -0.0947
C 0.9035 0.0388 0.0161
C -1.5266 0.1737 0.2955
C -0.2865 0.7276 -0.4218
N 3.0495 -0.3025 -0.0352
O 2.7264 1.0466 0.1674
H 1.7239 -1.9804 -0.1707
H -1.6490 -0.8857 0.0703
H -2.4140 0.7093 -0.0392
H -1.4269 0.2906 1.3725
H -0.1662 1.7813 -0.1567
H -0.4180 0.6670 -1.5099
H 3.8794 -0.6288 0.4430
```


ORCA calculation (wB97M-V/def2-TZVPD) on the molecule C4H7NO.

Highest occupied orbital energy = -10.36 eV
HOMO-LUMO gap = 0.413 Eh
Energy relative to the best compared isomer or geometry (same formula, charge and spin) = 1.638 eV
Spin multiplicity = 1
Net charge = 0
SMILES string = CO[C@@H](C)C#N

Structure (XYZ):
```
13
C4H7NO | the OMol25 dataset | wB97M-V/def2-TZVPD
C -0.4743 -0.9863 -1.4569
O -0.4831 0.3419 -0.9712
C 0.3641 0.6522 0.1149
C -0.4499 0.9472 1.3742
C 1.3758 -0.3928 0.3960
N 2.1619 -1.2056 0.6386
H -0.7069 -1.7164 -0.6711
H 0.4927 -1.2460 -1.9075
H -1.2491 -1.0314 -2.2244
H 0.9237 1.5533 -0.1680
H -1.1803 1.7267 1.1421
H -0.9795 0.0539 1.7181
H 0.2039 1.3004 2.1778
```


ORCA calculation (wB97M-V/def2-TZVPD) on a structure of composition C4H7NO.

Highest occupied orbital energy (spin up / spin down) = -7.42 / -8.02 eV
HOMO-LUMO gap (spin up / spin down) = 0.269 / 0.296 Eh
Energy relative to the best compared isomer or geometry (same formula, charge and spin) = 7.871 eV
Spin multiplicity = 1
Net charge = 0

Structure (XYZ):
```
13
C4H7NO | the OMol25 dataset | wB97M-V/def2-TZVPD
O -0.8762 2.1351 1.2003
C -0.9230 2.0597 -0.0037
C -0.2848 0.9607 -0.8003
C 0.4125 -0.0933 0.0194
C 0.3264 -1.9775 0.7204
N 0.4445 -1.3512 -0.5755
H -1.4498 2.8256 -0.6062
H 0.4537 1.4310 -1.4871
H -1.0270 0.4916 -1.4589
H 1.1485 0.2707 0.7533
H -0.6093 -2.4821 0.9062
H 1.0216 -1.8110 1.5459
H 1.3629 -2.4592 -0.2138
```


ORCA calculation (wB97M-V/def2-TZVPD) on the molecule C4H7NO.

Highest occupied orbital energy = -8.16 eV
HOMO-LUMO gap = 0.333 Eh
Energy relative to the best compared isomer or geometry (same formula, charge and spin) = 3.276 eV
Spin multiplicity = 1
Net charge = 0
SMILES string = COC(C)=C=N

Structure (XYZ):
```
13
C4H7NO | the OMol25 dataset | wB97M-V/def2-TZVPD
C -0.9576 1.1664 1.3246
O 0.2418 0.9419 0.6081
C 0.3091 -0.2330 -0.0783
C 1.6662 -0.7188 -0.4520
C -0.7424 -0.8561 -0.5546
N -1.5415 -1.1422 -1.4666
H -0.9572 0.5173 2.2077
H -1.8655 0.9664 0.7376
H -0.9403 2.2181 1.6143
H 2.2208 0.1219 -0.8830
H 2.2160 -1.1108 0.4042
H 1.5673 -1.5046 -1.2082
H -1.2316 -0.4719 -2.1850
```


ORCA calculation (wB97M-V/def2-TZVPD) on the molecule C4H7NO.

Highest occupied orbital energy = -9.43 eV
HOMO-LUMO gap = 0.385 Eh
Energy relative to the best compared isomer or geometry (same formula, charge and spin) = 2.605 eV
Spin multiplicity = 1
Net charge = 0
SMILES string = O[C@H]1C[C@H]2N[C@@H]12

Structure (XYZ):
```
13
C4H7NO | the OMol25 dataset | wB97M-V/def2-TZVPD
O 1.9222 0.7005 0.3688
C 0.9352 0.2179 -0.4902
C 0.2937 -1.1799 -0.1713
C -1.0444 -0.4720 -0.0103
N -0.8341 0.5303 1.0497
C -0.4539 0.8437 -0.3399
H 1.4833 0.7818 1.2313
H 1.3270 0.2711 -1.5091
H 0.6715 -1.6699 0.7307
H 0.3355 -1.8669 -1.0209
H -2.0380 -0.8481 -0.2313
H -1.7233 0.9873 1.2440
H -0.8748 1.7040 -0.8514
```


ORCA calculation (wB97M-V/def2-TZVPD) on the molecule C4H7NO.

Highest occupied orbital energy = -10.36 eV
HOMO-LUMO gap = 0.411 Eh
Energy relative to the best compared isomer or geometry (same formula, charge and spin) = 1.906 eV
Spin multiplicity = 1
Net charge = 0
SMILES string = COCCC#N

Structure (XYZ):
```
13
C4H7NO | the OMol25 dataset | wB97M-V/def2-TZVPD
C 1.9787 0.3121 0.1862
O 0.9811 -0.4660 -0.3981
C -0.2133 0.2151 -0.6739
C -1.2392 -0.7513 -0.0574
C -2.3065 -0.1011 0.7036
N -3.1144 0.4430 1.3294
H 2.3494 1.0121 -0.5640
H 1.6025 0.8686 1.0596
H 2.7701 -0.3719 0.5073
H -0.2723 1.1964 -0.1717
H -0.3344 0.3693 -1.7523
H -0.5457 -1.2535 0.5977
H -1.6559 -1.4728 -0.7665
```


ORCA calculation (wB97M-V/def2-TZVPD) on a cluster of 2 separate species, C4H7NO in total.

Highest occupied orbital energy = -9.25 eV
HOMO-LUMO gap = 0.371 Eh
Energy relative to the best compared isomer or geometry (same formula, charge and spin) = 4.821 eV
Spin multiplicity = 1
Net charge = 0
SMILES string = O=C[C@@H]1[C@H]2N[C@@H]12.[H][H]

Structure (XYZ):
```
13
C4H7NO | the OMol25 dataset | wB97M-V/def2-TZVPD
O -2.2904 0.9755 0.1157
C -1.2321 0.7197 -0.4080
C -0.2397 -0.2425 0.1414
C 1.1907 -0.0870 -0.2948
N 1.5540 -1.5100 -0.0728
C 0.4064 -1.1062 -0.9080
H -0.9524 1.1810 -1.3814
H -0.4542 -0.6660 1.1223
H 1.8028 0.7266 -0.6534
H 2.3279 -1.7312 -0.7084
H 0.1562 -1.3590 -1.9273
H -1.5138 1.4815 2.2609
H -0.9990 1.6921 2.7550
```